Below is a molecular structure, C21H19N4Zn, with properties calculated with ωB97M-V/def2-TZVPD.

As for the net charge: +1. For the HOMO-LUMO gap, the calculation gives 0.2522 Eh. For the total energy, the calculation gives -2809.86427 Ha.

The geometry in XYZ format:
```
45
Properties=species:S:1:pos:R:3:forces:R:3:lowdin_charge:R:1
Zn -0.564999 0.980331 0.841078 -0.0078 0.0322 0.0429 0.77
N 1.026191 -0.251276 0.181002 0.0366 0.0067 -0.0279 0.07
C 1.841746 -0.585430 1.337410 0.0101 -0.0106 0.0147 -0.22
C 3.026058 -1.254734 1.238890 0.0055 -0.0178 0.0141 0.01
C 3.776139 -1.563544 2.394997 -0.0205 0.0121 -0.0231 -0.04
C 3.322670 -1.200501 3.629092 -0.0081 0.0045 0.0069 0.00
C 2.100112 -0.500543 3.761795 0.0129 -0.0002 0.0519 -0.13
C 1.574770 -0.084668 5.007665 0.0315 -0.0223 -0.0126 0.03
C 0.395761 0.600410 5.055832 -0.0455 0.0198 -0.0472 -0.01
C -0.271545 0.885855 3.851953 0.0255 -0.0117 0.0514 -0.07
N 0.185702 0.507521 2.678954 -0.0108 -0.0074 0.0119 0.03
C 1.359616 -0.186323 2.608674 -0.0237 0.0005 -0.0523 -0.16
H 0.666374 -1.100384 -0.248338 -0.0131 0.0153 -0.0130 0.12
H 1.588014 0.213543 -0.527207 -0.0077 0.0026 0.0064 0.12
H 3.393186 -1.556727 0.265471 0.0085 -0.0014 0.0023 0.13
H 4.712001 -2.093852 2.290555 0.0023 -0.0033 -0.0020 0.12
H 3.889912 -1.437906 4.519597 0.0021 -0.0021 0.0002 0.13
H 2.120650 -0.314548 5.914102 -0.0002 -0.0005 0.0022 0.13
H -0.030555 0.932851 5.990627 0.0005 0.0027 0.0019 0.12
H -1.200360 1.442995 3.854155 -0.0002 0.0048 0.0045 0.13
C -3.226464 -0.616984 0.064239 0.0270 0.0029 0.0195 -0.17
N -2.410340 0.596617 0.167964 0.0204 -0.0402 0.0264 -0.08
C -2.888897 1.710429 -0.303943 -0.0602 -0.0018 -0.0133 -0.07
C -2.124475 2.897253 -0.253712 0.0385 -0.0134 -0.0070 -0.33
C -2.388583 4.199839 -0.674511 0.0124 0.0384 0.0095 -0.03
C -1.250073 4.947255 -0.371479 -0.0432 -0.0080 -0.0114 -0.08
C -0.342242 4.068658 0.218556 0.0360 -0.0296 0.0276 -0.15
N -0.855634 2.829370 0.295699 -0.0130 0.0141 -0.0570 -0.06
C -3.485167 -1.047416 -1.361898 0.0094 -0.0069 -0.0005 -0.23
C -4.750383 -1.470374 -1.745985 -0.0025 -0.0165 -0.0039 -0.04
C -4.987743 -1.898465 -3.046227 -0.0045 0.0023 0.0173 -0.07
C -3.960369 -1.900570 -3.975098 0.0129 0.0031 -0.0128 -0.08
C -2.692944 -1.471086 -3.601792 -0.0108 -0.0064 -0.0110 -0.07
C -2.459734 -1.048140 -2.304062 0.0015 0.0095 0.0134 -0.05
H -4.178857 -0.471102 0.580384 -0.0030 0.0096 -0.0115 0.12
H -2.702912 -1.410271 0.601663 -0.0118 -0.0067 -0.0002 0.12
H -3.883134 1.733284 -0.748936 0.0012 0.0029 -0.0042 0.15
H -3.297988 4.546560 -1.138592 -0.0028 0.0078 -0.0046 0.11
H -1.090649 5.996720 -0.552687 -0.0024 0.0062 -0.0021 0.10
H 0.649391 4.286425 0.585614 0.0029 0.0004 -0.0020 0.11
H -5.559310 -1.466539 -1.024756 -0.0018 0.0023 0.0022 0.11
H -5.978854 -2.224054 -3.332483 -0.0028 0.0007 0.0007 0.11
H -4.145164 -2.228552 -4.989066 0.0013 -0.0005 -0.0022 0.11
H -1.889120 -1.463275 -4.326155 0.0016 0.0002 -0.0037 0.11
H -1.472400 -0.695052 -2.025440 -0.0039 0.0055 -0.0025 0.10
```
Positions in Å, forces in eV/Å.



Below is 3 unconnected molecules or ions with the total composition C17H40N5O3, with properties calculated with ωB97M-V/def2-TZVPD.

As for the net charge: +1. For the HOMO-LUMO gap, the calculation gives 0.3569 Eh. For the total energy, the calculation gives -1171.03034 Ha.

The geometry in XYZ format:
```
65
Properties=species:S:1:pos:R:3:forces:R:3:lowdin_charge:R:1
C 3.320914 1.721370 -0.042619 0.0527 0.0025 0.1871 -0.11
C 2.742421 2.537167 -1.213490 0.0847 -0.0346 -0.0324 -0.24
C 2.340303 1.681571 -2.418867 0.0245 -0.0283 0.0541 -0.19
C 0.968418 1.019306 -2.273617 -0.0588 -0.0599 -0.0945 -0.20
N 1.040064 -0.302052 -1.602947 -0.2875 0.1803 0.0608 0.00
C 0.100245 -0.521202 -0.524809 0.1424 -0.2465 -0.2377 -0.27
C -1.386808 -0.286307 -0.833887 -0.0154 0.0211 0.1041 -0.15
N -2.246451 -0.124340 0.327692 0.3834 0.2112 0.0187 -0.01
C -1.752769 0.889960 1.260744 -0.1244 0.0176 -0.0106 -0.30
C -1.877342 2.301107 0.648076 -0.0420 0.0897 0.1250 -0.14
C -0.928929 3.358147 1.215727 0.0854 0.0532 -0.0025 -0.17
C -1.116999 4.764946 0.584066 0.0772 0.0195 0.0737 -0.24
O -1.949281 4.793583 -0.561496 -0.0026 -0.1022 -0.0426 -0.07
C -0.359428 0.526523 1.761628 0.0012 -0.1040 0.1127 -0.06
N 0.592001 0.332018 0.619986 0.2173 -0.1901 0.3860 0.12
H 3.188885 0.647558 -0.192953 0.0280 0.0821 0.0081 0.04
H 2.866396 1.980834 0.921179 0.0862 0.0106 -0.0639 0.07
H 4.390544 1.896125 0.085589 -0.0538 -0.0127 -0.0723 0.08
H 1.870056 3.115911 -0.880646 0.0591 0.0301 -0.0878 0.09
H 3.477645 3.272636 -1.546493 -0.0704 0.0029 0.1152 0.11
H 2.349020 2.297932 -3.321447 -0.0758 -0.0419 0.0649 0.11
H 3.084725 0.889347 -2.555040 -0.0357 0.1058 -0.1416 0.12
H 0.305009 1.686793 -1.705529 0.0749 -0.0326 -0.0647 0.10
H 0.492970 0.917527 -3.253782 0.0500 -0.0307 0.0556 0.12
H 0.938850 -1.039576 -2.287736 0.1383 -0.0738 0.1039 0.13
H 0.230561 -1.551767 -0.178355 -0.0600 0.1101 0.0417 0.17
H -1.502261 0.570749 -1.499671 0.0540 -0.0296 0.0295 0.11
H -1.720802 -1.163259 -1.396348 0.0136 0.0781 0.0340 0.13
H -2.384325 -1.017689 0.796463 -0.3381 0.0305 -0.0561 0.09
H -2.403166 0.850103 2.139613 0.0980 -0.0103 -0.0176 0.16
H -1.771936 2.268571 -0.436498 0.0702 -0.0229 0.0439 0.10
H -2.906359 2.628453 0.823789 0.0356 -0.0985 -0.0902 0.13
H 0.121377 3.070566 1.064203 -0.1080 -0.0552 -0.0192 0.08
H -1.058790 3.433763 2.300971 0.0091 -0.0303 -0.0720 0.12
H -0.150007 5.132015 0.235648 -0.0741 0.0176 0.0641 0.11
H -1.470349 5.470367 1.342406 -0.0527 -0.0505 -0.0625 0.12
H -2.870504 4.709533 -0.296689 0.0337 0.0713 0.0064 0.09
H -0.389589 -0.415970 2.312475 -0.0123 0.0245 -0.1158 0.14
H 0.076388 1.280000 2.418670 -0.0048 -0.0589 -0.0580 0.13
H 1.447336 -0.118210 0.987432 0.0829 0.0307 -0.0387 0.12
H 0.904001 1.239741 0.269655 -0.1496 0.0027 -0.1161 0.11
C -4.455033 -2.204496 -0.367734 0.0537 -0.1009 -0.1349 -0.35
O -3.907561 -2.506589 0.683581 0.0850 -0.0166 0.0143 -0.01
N -5.393889 -2.943925 -0.973575 -0.0009 0.0096 0.0811 -0.19
C -5.997832 -2.546027 -2.229207 -0.0147 0.0031 0.0315 -0.05
C -5.826036 -4.178538 -0.335163 0.0128 0.0057 0.0102 -0.03
H -4.187555 -1.287671 -0.917909 -0.0862 0.0387 0.0336 0.12
H -7.074604 -2.411891 -2.115834 0.0001 0.0055 -0.0086 0.09
H -5.819056 -3.298160 -2.999280 -0.0008 0.0072 -0.0051 0.09
H -5.565236 -1.602132 -2.556594 -0.0022 -0.0019 -0.0021 0.08
H -6.235471 -3.974447 0.653772 -0.0032 -0.0049 -0.0017 0.10
H -4.985790 -4.862583 -0.217819 -0.0055 -0.0032 -0.0005 0.09
H -6.589109 -4.645920 -0.952294 0.0027 0.0028 0.0000 0.09
C 3.856161 -1.805513 2.452007 -0.0411 0.0212 0.0723 -0.32
O 2.984039 -1.040086 2.048587 -0.3049 0.1297 -0.2679 -0.03
N 4.839821 -2.302211 1.701855 0.0100 -0.0288 -0.0225 -0.18
C 5.836832 -3.207610 2.248742 -0.0033 0.0220 -0.0222 -0.04
C 4.920414 -1.934815 0.296690 -0.0313 0.0221 0.0092 -0.03
H 3.887882 -2.140329 3.498005 -0.0164 0.0086 0.0013 0.14
H 6.835183 -2.780703 2.149999 0.0023 -0.0034 0.0061 0.10
H 5.809073 -4.165001 1.727664 0.0025 -0.0032 0.0077 0.10
H 5.634018 -3.378800 3.303593 -0.0012 0.0016 0.0005 0.09
H 5.057644 -0.858994 0.189584 0.0065 0.0021 -0.0036 0.08
H 4.007880 -2.219244 -0.229145 0.0031 0.0102 0.0068 0.09
H 5.766192 -2.448167 -0.152622 -0.0033 -0.0061 0.0017 0.09
```
Positions in Å, forces in eV/Å.



Below is a molecular structure, C29H27Cl2MnN7O3S in a non-equilibrium geometry, with properties calculated with ωB97M-V/def2-TZVPD.

As for the multiplicity: 2. As for the net charge: -2. As for the expectation value of S²: 0.895. For the HOMO-LUMO gap (alpha / beta), the calculation gives 0.1335 / 0.1286 Eh. For the total energy, the calculation gives -4199.87697 Ha.

The geometry in XYZ format:
```
70
Properties=species:S:1:pos:R:3:forces:R:3:lowdin_charge:R:1
Mn 0.272521 1.554246 0.160802 -0.3685 -0.3774 -0.0164 0.46
N 2.009924 0.523157 3.878420 -0.3110 -0.0116 0.0916 0.10
C 1.169913 1.443409 4.502215 0.3230 -0.2844 -0.3317 -0.08
C 0.434186 1.991946 3.498290 -0.2774 0.2602 -0.0610 -0.09
N 0.770878 1.428957 2.298645 0.1035 0.1190 -0.3118 0.08
C 1.690877 0.537821 2.550731 -0.1598 0.6084 0.9058 -0.29
C 2.220897 -0.280370 1.511602 0.2007 -0.6463 -0.8600 -0.26
N 1.651336 -0.301847 0.330914 0.6327 0.1720 0.1276 0.11
C 2.442671 -1.123654 -0.443579 -0.2285 -0.1016 -0.2700 -0.12
C 3.477108 -1.623091 0.278999 -0.1867 0.1858 0.4299 -0.09
N 3.309196 -1.115017 1.575332 0.0922 0.2347 -0.4507 0.10
H 2.486387 -0.228222 4.339423 0.1030 -0.0148 0.0817 0.14
H 1.202802 1.633150 5.563483 -0.0035 -0.0808 -0.1330 0.10
H -0.321983 2.759584 3.562456 0.0378 -0.0837 -0.0878 0.12
H 2.208657 -1.321263 -1.485767 0.0186 0.1365 0.2384 0.11
H 4.283244 -2.291717 0.019062 -0.0735 0.1175 0.0694 0.10
H 4.093401 -0.906660 2.169011 0.0042 -0.1325 0.1575 0.14
O 3.929549 3.487073 0.111892 0.2505 0.0105 0.1243 -0.05
C 2.781962 3.413993 -0.353945 -0.5978 -0.1087 -0.2806 -0.62
O 1.974864 2.465299 -0.120232 1.2916 0.0124 0.2122 -0.18
C 2.303207 4.514091 -1.295969 -0.0225 0.1035 -0.0877 -0.14
C 3.196167 5.582758 -1.470133 -0.1872 -0.0886 -0.0720 -0.07
C 2.931794 6.657206 -2.302747 -0.1001 -0.0702 -0.0197 -0.15
C 1.723770 6.654479 -3.008793 0.0125 -0.0826 0.0522 -0.15
C 0.831224 5.611010 -2.860041 0.0902 -0.1212 0.1401 -0.17
C 1.058507 4.500320 -1.993288 0.0598 0.0830 -0.0582 -0.61
S -0.223358 3.302608 -1.896598 0.3270 0.4405 0.0140 0.58
H 4.126525 5.523975 -0.918019 -0.0398 -0.0151 0.0176 0.09
H 3.643086 7.473170 -2.405781 -0.0590 -0.0677 0.0001 0.07
H 1.480541 7.476643 -3.679752 -0.0018 -0.0602 0.0355 0.08
H -0.102574 5.611714 -3.413057 0.0346 0.0175 0.0451 0.07
C 0.129851 -4.184306 1.099242 -0.0447 -0.0532 0.1965 -0.08
C 0.314652 -4.112034 -0.400963 -0.5240 0.1581 -0.1663 -0.20
N -0.959276 -4.266510 -1.148318 0.5626 -0.4192 0.5942 -0.05
C -1.579508 -5.589891 -0.991301 -0.0164 0.3244 0.0768 -0.22
C -2.876585 -5.509225 -0.197547 -0.0780 0.0322 0.0501 -0.07
C -1.110012 -3.657042 -2.365760 0.4748 1.2794 0.0672 -0.41
O -1.587101 -4.221722 -3.327000 -0.6177 -0.4567 -0.5010 0.05
C -0.665651 -2.203212 -2.518491 -0.3653 -1.2358 0.6472 -0.13
C -0.214400 -1.841556 -3.762494 0.5379 0.2900 -0.9119 -0.04
C 0.268463 -0.559507 -3.959755 -0.0479 -0.3538 -0.1106 -0.05
C 0.240876 0.320538 -2.888613 0.1805 0.4048 -0.4787 -0.17
N -0.280572 0.007683 -1.717837 -0.1748 -0.2903 0.4445 0.05
C -0.723710 -1.237626 -1.526770 -0.0886 0.4140 0.4200 -0.08
H 1.081601 -3.976493 1.598765 -0.0663 -0.0497 -0.0547 0.07
H -0.215836 -5.176431 1.415886 0.0609 0.1529 -0.0105 0.07
H -0.593097 -3.441575 1.433497 -0.0264 0.0537 0.0093 0.02
H 0.995379 -4.903912 -0.725777 0.1015 -0.1332 -0.1002 0.12
H 0.780342 -3.169907 -0.667632 -0.1104 0.1032 -0.0543 0.08
H -0.863588 -6.241542 -0.490609 0.0483 -0.0518 0.0464 0.11
H -1.773571 -6.000952 -1.974522 0.0133 -0.0688 -0.2048 0.10
H -2.711212 -5.056860 0.784108 -0.0222 -0.0440 -0.0990 0.07
H -3.307667 -6.507721 -0.057880 0.0484 0.1065 -0.0216 0.07
H -3.605092 -4.891477 -0.731024 0.0854 -0.0641 0.0699 0.08
H -0.227786 -2.582782 -4.554115 0.0302 0.0650 0.0026 0.11
H 0.667302 -0.240748 -4.914223 -0.0258 -0.0121 -0.0015 0.10
H 0.599632 1.348743 -2.962769 -0.0121 -0.1440 -0.0132 0.02
H -1.153748 -1.441999 -0.544909 0.1322 0.0572 -0.0627 0.11
Cl -1.495967 -1.035955 2.401962 0.0652 -0.0691 -0.1192 0.61
C -2.735280 0.218451 2.303264 -0.5999 0.1896 0.2146 -0.59
C -3.860154 0.041626 3.081314 0.3581 -0.2278 -0.0916 -0.22
C -4.869438 1.000860 3.127206 -0.1132 0.0241 0.0390 -0.20
C -4.676014 2.160334 2.361914 0.1581 0.2211 -0.2347 -0.21
C -3.569548 2.345406 1.566070 -0.2816 -0.1934 0.4510 -0.63
Cl -3.445376 3.840785 0.672766 0.1282 0.0116 -0.0708 0.58
C -2.476576 1.372066 1.419060 0.8680 -0.4113 -0.2693 -0.52
N -1.446547 1.488543 0.662608 -1.7218 0.1987 0.6609 -0.11
H -3.938311 -0.866920 3.675679 0.0068 0.0744 -0.0394 0.07
H -5.759792 0.859657 3.730710 0.0870 0.0280 -0.0409 0.05
H -5.413961 2.958440 2.390682 0.0248 -0.0650 -0.0358 0.07
```
Positions in Å, forces in eV/Å.